[1]
{"formula": "C5H4O2S", "method": "ωB97M-V/def2-TZVPD", "charge": 0, "energy_ev": -20176.1029, "max_force_ev_per_a": 5.86, "orbital_gap_ha": 0.3462, "symbols": ["C", "C", "C", "C", "C", "H", "H", "H", "H", "O", "O", "S"], "positions_angstrom": [[0.22159, 0.39531, 0.57688], [1.33483, -0.59835, 0.91707], [-0.18764, -0.78916, -0.34027], [0.65494, 1.65133, 0.05599], [1.10971, 2.64104, -0.41349], [-1.53368, 0.83165, 1.13680], [1.39952, -0.95090, 1.93327], [2.28106, -0.26737, 0.63189], [1.45220, 3.63712, -0.74753], [-0.63787, 0.58415, 1.53628], [0.79867, -1.61629, -0.01565], [-1.48038, -0.92465, -1.24353]], "atomic_forces_ev_per_a": [[2.33, -2.00, -2.06], [-0.20, -0.45, 0.67], [-0.41, 1.10, -0.56], [0.48, -0.51, -1.00], [0.74, 2.75, -0.73], [1.63, -0.48, 0.77], [-0.45, -0.27, 0.32], [1.59, 0.35, -0.81], [-0.39, -1.39, 0.34], [-4.97, 0.72, 3.02], [0.28, 0.63, 0.63], [-0.63, -0.43, -0.59]]}

=====

[2]
{"formula": "C4H11NOS", "method": "ωB97M-V/def2-TZVPD", "charge": 0, "smiles": "N[C@@H](CO)CCS", "energy_ev": -18697.1255, "max_force_ev_per_a": 5.53, "orbital_gap_ha": 0.3550, "symbols": ["N", "C", "C", "O", "C", "C", "S", "H", "H", "H", "H", "H", "H", "H", "H", "H", "H", "H"], "positions_angstrom": [[-1.86268, 0.23815, 1.02551], [-0.72092, 0.35611, 0.20085], [0.19464, 1.48092, 0.77372], [-0.26624, 2.71906, 0.07031], [0.07211, -1.09163, 0.21326], [1.13803, -1.17412, -0.84745], [1.16576, -2.09557, -2.37045], [-2.71112, -0.20437, 0.64576], [-2.11663, 1.12723, 1.34943], [-0.92790, 0.36582, -0.80891], [1.26174, 1.64219, 0.49880], [0.23397, 1.50397, 1.88216], [-1.23224, 2.64594, -0.03405], [0.41543, -1.32375, 1.21249], [-0.67227, -1.88126, 0.10303], [1.91610, -1.75686, -0.26959], [1.63130, -0.16057, -1.15371], [2.48092, -2.39124, -2.49116]], "atomic_forces_ev_per_a": [[-1.33, -0.92, 0.53], [3.67, -3.52, 2.17], [-0.07, 1.61, -2.18], [-0.67, -0.58, 1.37], [-2.28, 1.34, -0.30], [4.33, 0.95, 1.27], [-1.30, -0.93, -1.37], [0.95, 0.23, -0.09], [-0.70, 1.32, 0.80], [-0.34, 1.31, -2.43], [-0.54, -1.55, -0.14], [-0.88, 0.19, -0.47], [0.55, 0.22, 0.09], [0.66, 0.39, 0.24], [-0.33, 0.09, -0.47], [-0.22, 1.04, -0.69], [-1.15, -1.48, 1.15], [-0.32, 0.30, 0.51]]}

=====

[3]
{"formula": "C6H7NO", "method": "ωB97M-V/def2-TZVPD", "charge": 0, "smiles": "[O-][N+]#C[C@H]1[C@H]2CC[C@@H]12", "energy_ev": -9867.6610, "max_force_ev_per_a": 4.21, "orbital_gap_ha": 0.3711, "symbols": ["O", "N", "C", "C", "C", "C", "C", "C", "H", "H", "H", "H", "H", "H", "H"], "positions_angstrom": [[-1.16996, -3.31036, 1.51053], [-0.54016, -2.36472, 1.21892], [0.26288, -1.59895, 0.90701], [0.97349, -0.46615, 0.41123], [0.82734, 0.24309, -0.90716], [-0.69582, 0.23010, -1.04244], [-0.80072, 1.35105, 0.06431], [0.63721, 1.09674, 0.39447], [2.04427, -0.50565, 0.66774], [1.49362, 0.49435, -1.72171], [-0.93358, -0.73070, -0.58006], [-1.15980, 0.33216, -2.02684], [-0.88128, 2.30787, -0.37700], [-1.54908, 1.17737, 0.83878], [1.49159, 1.74379, 0.64222]], "atomic_forces_ev_per_a": [[-1.99, -1.90, 0.85], [1.79, 0.78, -0.57], [-0.28, 1.01, -0.21], [3.48, 2.35, -0.01], [-1.52, 0.59, 1.05], [-0.37, 0.13, 0.16], [-0.39, -1.45, -0.34], [1.76, -2.34, -1.13], [-0.49, -0.27, 0.18], [0.42, -0.65, 0.28], [-1.12, 0.25, -0.81], [0.03, 0.26, 0.34], [-0.41, 1.07, -0.44], [0.03, 0.27, 0.05], [-0.95, -0.10, 0.58]]}

=====

[4]
{"formula": "C25H19Co2N2O6", "method": "ωB97M-V/def2-TZVPD", "charge": -1, "energy_ev": -116745.3533, "max_force_ev_per_a": 8.53, "orbital_gap_ha": 0.2373, "symbols": ["C", "N", "C", "C", "N", "C", "C", "C", "C", "C", "C", "C", "H", "H", "H", "H", "H", "H", "H", "H", "H", "H", "H", "H", "O", "C", "Co", "C", "O", "C", "O", "C", "C", "C", "C", "C", "C", "C", "C", "C", "Co", "C", "O", "C", "O", "C", "O", "H", "H", "H", "H", "H", "H", "H"], "positions_angstrom": [[2.96240, 0.39944, 1.05103], [1.93404, -0.62388, 0.99329], [2.08659, -1.98524, 1.02702], [3.30390, -2.85099, 0.89750], [0.85772, -2.51193, 0.87229], [0.54941, -3.89985, 0.66798], [-0.12053, -1.49487, 0.85401], [0.56552, -0.29402, 0.96118], [-0.10800, 0.92042, 1.13666], [-1.50349, 0.84711, 1.16581], [-2.18336, -0.36305, 1.04482], [-1.51333, -1.57388, 0.89332], [2.40193, 1.35569, 0.88995], [3.45189, 0.41147, 2.09289], [3.76550, 0.26674, 0.25162], [3.03901, -3.66466, 0.18054], [4.19965, -2.26177, 0.50059], [-0.52161, -3.94999, 0.50002], [1.07360, -4.33089, -0.20859], [0.83668, -4.47624, 1.56319], [0.45580, 1.84584, 1.23990], [-2.06676, 1.75513, 1.28414], [-3.26029, -0.37159, 1.06779], [-1.98994, -2.54646, 0.80203], [1.88448, -1.74290, 4.15683], [2.80233, -2.31225, 3.61670], [4.58355, -1.42412, 2.71813], [2.82583, -3.70994, 2.99173], [1.96424, -4.56621, 3.18978], [4.31532, -0.42540, 4.10294], [4.14986, 0.24598, 5.04611], [5.83453, -2.53716, 3.55022], [6.23794, -2.52448, 4.95232], [6.84057, -1.34829, 5.47535], [7.20133, -1.25025, 6.82111], [6.97029, -2.33078, 7.68383], [6.41202, -3.51611, 7.17753], [6.05994, -3.62392, 5.82422], [5.23032, -3.22117, 2.45307], [4.10680, -4.07747, 2.18483], [6.69080, -2.33226, 1.93591], [5.94715, -0.60122, 1.79572], [6.27230, 0.47936, 1.43240], [6.64805, -3.19977, 0.43923], [6.63082, -3.74145, -0.58158], [8.43452, -2.28299, 2.09498], [9.59251, -2.26237, 2.19828], [7.05296, -0.51215, 4.79713], [7.66219, -0.32581, 7.18363], [7.24372, -2.24975, 8.74158], [6.25801, -4.37073, 7.84261], [5.64449, -4.55332, 5.41835], [4.08649, -4.64351, 1.22289], [4.36973, -4.99579, 2.76876]], "atomic_forces_ev_per_a": [[0.51, 0.37, 0.20], [-0.37, 0.76, 0.53], [3.00, -1.18, -2.85], [-4.43, 6.06, -4.04], [-1.84, 0.43, 0.13], [0.27, -0.70, 0.14], [0.15, -0.93, 0.45], [0.50, 0.20, 0.51], [0.22, -0.75, -0.26], [0.46, 0.02, -0.10], [-0.01, -0.27, -0.13], [0.90, 0.16, -0.19], [0.94, -0.69, 0.08], [-0.57, 0.05, -1.52], [-1.12, 0.11, 1.02], [0.15, 0.77, 1.02], [-1.29, -0.78, 0.68], [0.01, -0.28, -0.01], [-0.25, 0.36, 0.26], [-0.34, 0.15, -0.58], [-0.39, -0.13, 0.06], [-0.16, 0.20, 0.05], [-0.19, 0.08, 0.04], [-0.21, 0.37, 0.13], [-0.02, -1.17, -0.15], [2.03, 1.87, -1.48], [-1.53, -0.43, 1.58], [-1.03, -2.32, -0.53], [0.74, 0.97, 0.05], [-0.43, 3.74, 1.52], [0.28, -1.90, -1.49], [-0.54, -2.76, -0.36], [0.15, -0.01, 0.84], [0.07, -0.40, 0.06], [-0.22, -0.30, -0.30], [-0.05, -0.13, -0.21], [0.17, 0.22, -0.14], [0.06, 0.51, -0.06], [0.58, 0.74, 3.52], [1.23, -5.27, 3.17], [1.19, -0.43, -1.81], [1.67, 2.93, -0.77], [-0.35, -1.28, 0.09], [0.25, 0.43, -1.89], [-0.15, -0.13, 0.82], [1.51, 1.35, 0.79], [-1.45, -0.43, -0.27], [-0.21, -0.39, 0.24], [-0.18, -0.37, -0.07], [-0.13, -0.10, -0.40], [0.04, 0.29, -0.21], [0.09, 0.38, 0.22], [0.01, 0.55, 0.91], [0.29, -0.54, 0.73]]}

=====

[5]
{"formula": "C5H9BrN3O2", "method": "ωB97M-V/def2-TZVPD", "charge": 1, "smiles": "CN1[C@@H]([N+](=O)[O-])C(Br)=C[N@H+]1C", "energy_ev": -83926.4433, "max_force_ev_per_a": 4.13, "orbital_gap_ha": 0.3881, "symbols": ["C", "N", "C", "N", "O", "O", "C", "Br", "C", "N", "C", "H", "H", "H", "H", "H", "H", "H", "H", "H"], "positions_angstrom": [[0.50241, 0.32951, 1.69027], [-0.27085, 0.60814, 0.49498], [-1.62789, 0.95061, 0.69706], [-2.07620, 2.12618, -0.12046], [-3.00017, 2.74150, 0.31682], [-1.48705, 2.30222, -1.15310], [-2.45062, -0.43078, -0.08686], [-4.25921, -0.68587, 0.04789], [-1.45897, -1.05211, -0.70395], [-0.14722, -0.43633, -0.50173], [0.43067, 0.09438, -1.75979], [1.54742, 0.18538, 1.41738], [0.45868, 1.20378, 2.33592], [0.13397, -0.54039, 2.24366], [-1.96284, 1.06221, 1.72680], [-1.50516, -1.92996, -1.32250], [0.50979, -1.14624, -0.14083], [0.53702, -0.70582, -2.48870], [-0.22238, 0.87565, -2.14869], [1.40582, 0.53002, -1.54811]], "atomic_forces_ev_per_a": [[0.27, -0.21, 0.33], [-0.07, 0.51, -0.02], [-1.88, -3.32, -1.59], [0.46, -0.39, 0.41], [-0.70, 0.45, 0.26], [0.10, 0.39, -0.69], [2.15, 2.74, 1.51], [0.25, -0.06, -0.15], [-1.04, -0.13, 0.32], [0.06, -0.16, 0.21], [0.39, 0.55, -0.88], [0.01, 0.01, 0.03], [-0.01, 0.00, -0.06], [0.01, -0.04, 0.01], [0.20, 0.12, -0.11], [0.10, -0.11, -0.15], [-0.25, 0.21, 0.07], [-0.06, -0.18, 0.14], [0.05, -0.26, 0.20], [-0.05, -0.10, 0.14]]}

=====

[6]
{"formula": "CH3NO4S", "method": "ωB97M-V/def2-TZVPD", "charge": 0, "multiplicity": 3, "energy_ev": -21591.6955, "max_force_ev_per_a": 4.49, "orbital_gap_ha": [0.2842, 0.2331], "symbols": ["C", "N", "O", "O", "O", "O", "S", "H", "H", "H"], "positions_angstrom": [[-1.52328, 0.18191, -0.02135], [1.74740, -0.76047, 0.17638], [2.81525, -1.19360, 0.51783], [1.12408, 0.12846, 0.94341], [0.24619, 1.60822, -1.14125], [1.15010, -1.15201, -0.75712], [-0.14638, 1.36144, 0.22132], [-2.49239, 0.58881, 0.01532], [-1.57752, -0.31358, 0.93034], [-1.34345, -0.44917, -0.88487]], "atomic_forces_ev_per_a": [[0.10, -0.36, 1.16], [1.08, -0.98, 1.36], [0.76, 0.64, 0.76], [2.15, -0.74, 1.82], [1.77, 1.00, -3.52], [-1.89, -0.77, -3.06], [-4.03, 0.78, 1.82], [-1.05, 1.42, -0.87], [0.76, -1.02, 0.34], [0.36, 0.03, 0.20]]}